Record 1
102
Properties=species:S:1:pos:R:3 method="wB97M-V/def2-TZVPD" homo_ev=-9.16 e_lumo_ev=-1.12 smiles="CC(C)Cc1ccc2c(c1)C(=O)C=CC2=O.Fc1ccccc1.Fc1ccccc1.Fc1ccccc1.Fc1ccccc1.Fc1ccccc1.Fc1ccccc1" gap_ev=8.05
C 0.074 1.831 0.176
C -0.783 0.571 -0.077
C -1.024 -0.044 1.319
C -0.106 -0.455 -1.073
C 1.315 -0.036 -1.431
C 1.534 0.794 -2.507
C 2.814 1.200 -2.789
C 3.838 0.790 -2.000
C 3.622 -0.064 -0.939
C 2.353 -0.486 -0.633
C 4.757 -0.539 -0.076
O 4.619 -1.467 0.704
C 6.035 0.229 -0.205
C 6.246 1.064 -1.211
C 5.234 1.267 -2.290
O 5.508 1.821 -3.345
H 0.263 2.404 -0.732
H 0.988 1.599 0.727
H -0.509 2.467 0.852
H -1.719 0.902 -0.534
H -0.090 -0.512 1.613
H -1.879 -0.721 1.342
H -1.167 0.800 2.000
H -0.676 -0.528 -2.003
H -0.050 -1.460 -0.648
H 0.658 1.098 -3.069
H 2.984 1.871 -3.623
H 2.151 -1.154 0.201
H 6.777 0.092 0.575
H 7.180 1.614 -1.247
F 8.604 -1.546 -1.054
C 8.381 -2.768 -0.527
C 7.168 -3.033 0.082
C 6.952 -4.295 0.615
C 7.943 -5.265 0.544
C 9.155 -4.977 -0.068
C 9.377 -3.721 -0.612
H 6.393 -2.270 0.145
H 6.006 -4.521 1.089
H 7.770 -6.247 0.965
H 9.930 -5.730 -0.121
H 10.312 -3.478 -1.101
F 1.250 -2.324 1.618
C 1.180 -3.080 2.738
C 1.935 -4.233 2.811
C 1.870 -5.007 3.960
C 1.047 -4.625 5.011
C 0.292 -3.464 4.917
C 0.361 -2.680 3.774
H 2.564 -4.516 1.977
H 2.461 -5.910 4.035
H 0.995 -5.234 5.905
H -0.352 -3.168 5.734
H -0.214 -1.768 3.685
F -2.841 4.158 -0.025
C -3.731 3.519 0.763
C -4.415 2.433 0.258
C -5.326 1.771 1.069
C -5.547 2.211 2.368
C -4.853 3.309 2.857
C -3.932 3.967 2.053
H -4.234 2.110 -0.759
H -5.863 0.913 0.687
H -6.258 1.699 2.997
H -5.028 3.653 3.868
H -3.375 4.820 2.419
F 0.157 -4.470 -6.760
C 0.887 -3.404 -6.380
C 0.938 -3.065 -5.042
C 1.695 -1.970 -4.652
C 2.380 -1.224 -5.602
C 2.314 -1.577 -6.943
C 1.567 -2.677 -7.338
H 0.391 -3.655 -4.318
H 1.751 -1.697 -3.607
H 2.967 -0.367 -5.295
H 2.845 -0.994 -7.684
H 1.509 -2.973 -8.377
F -4.889 8.279 -4.838
C -4.129 7.577 -3.974
C -2.868 7.171 -4.364
C -2.087 6.452 -3.471
C -2.577 6.140 -2.210
C -3.849 6.553 -1.838
C -4.631 7.281 -2.723
H -2.507 7.417 -5.354
H -1.094 6.133 -3.760
H -1.968 5.577 -1.519
H -4.233 6.307 -0.856
H -5.622 7.619 -2.449
F -7.198 1.688 4.986
C -7.594 0.421 5.227
C -6.883 -0.346 6.128
C -7.296 -1.646 6.377
C -8.403 -2.164 5.717
C -9.103 -1.378 4.812
C -8.701 -0.073 4.566
H -6.019 0.074 6.626
H -6.753 -2.257 7.085
H -8.720 -3.180 5.910
H -9.963 -1.781 4.295
H -9.237 0.559 3.870

=====

Record 2
105
Properties=species:S:1:pos:R:3 method="wB97M-V/def2-TZVPD" homo_ev="-5.06 / -7.65" e_lumo_ev="0.44 / 0.26" gap_ev="5.49 / 7.91" multiplicity=2
In -0.805 0.402 -0.865
C -4.211 2.931 -4.539
O -2.939 2.708 -3.926
C -2.855 2.593 -2.588
O -1.756 2.516 -2.060
N -4.023 2.580 -1.904
N -4.031 2.278 -0.518
H -4.008 3.152 -5.581
H -4.723 3.775 -4.079
H -4.834 2.035 -4.485
H -4.849 2.257 -2.374
H -4.320 3.131 -0.046
H -3.061 2.150 -0.241
I -2.485 -0.742 1.739
C -3.610 -1.932 0.455
C -4.529 -2.758 1.032
C -5.333 -3.587 0.216
C -5.184 -3.549 -1.137
C -4.229 -2.694 -1.745
C -4.094 -2.681 -3.159
C -3.169 -1.885 -3.757
C -2.327 -1.064 -2.963
C -2.417 -1.014 -1.590
C -3.396 -1.848 -0.954
H -4.646 -2.782 2.107
H -6.062 -4.242 0.675
H -5.796 -4.178 -1.775
H -4.739 -3.327 -3.746
H -3.065 -1.886 -4.836
H -1.575 -0.466 -3.474
O 1.362 -0.902 -3.380
C 1.799 -1.531 -2.472
O 1.574 -1.157 -1.157
C 2.595 -2.781 -2.494
C 2.929 -3.463 -3.653
C 3.588 -4.674 -3.529
C 3.871 -5.179 -2.258
C 3.519 -4.480 -1.115
C 2.893 -3.240 -1.232
P 2.167 -2.107 0.097
C 1.136 -3.509 0.652
C 1.540 -4.465 1.580
C 0.672 -5.490 1.942
C -0.593 -5.565 1.379
C -0.996 -4.611 0.450
C -0.137 -3.585 0.086
C 3.771 -1.444 0.691
C 3.796 -0.141 1.208
C 5.003 0.503 1.438
C 6.204 -0.141 1.182
C 6.197 -1.438 0.690
C 4.993 -2.078 0.433
H 2.667 -3.052 -4.620
H 3.866 -5.238 -4.410
H 4.363 -6.140 -2.165
H 3.731 -4.908 -0.140
H 2.524 -4.413 2.034
H 0.987 -6.227 2.672
H -1.268 -6.362 1.666
H -1.987 -4.655 0.013
H -0.478 -2.841 -0.627
H 2.875 0.390 1.391
H 4.995 1.520 1.812
H 7.144 0.369 1.355
H 7.130 -1.950 0.487
H 5.019 -3.081 0.036
C -3.544 5.892 0.975
C -2.565 5.851 -0.014
C -1.581 4.869 0.019
C -1.540 3.911 1.042
C -2.522 3.984 2.036
C -3.516 4.959 2.004
Ge -0.201 2.449 0.954
C 1.364 3.334 0.143
C 2.057 2.761 -0.927
C 3.150 3.402 -1.506
C 3.570 4.631 -1.020
C 2.894 5.221 0.043
C 1.803 4.578 0.615
C 0.331 2.123 2.817
C 1.640 2.343 3.255
C 2.024 2.048 4.561
C 1.102 1.535 5.464
C -0.208 1.315 5.054
C -0.582 1.598 3.744
H -4.312 6.656 0.952
H -2.569 6.585 -0.811
H -0.827 4.849 -0.761
H -2.516 3.276 2.857
H -4.264 4.994 2.788
H 1.742 1.801 -1.321
H 3.669 2.940 -2.338
H 4.417 5.135 -1.471
H 3.217 6.184 0.423
H 1.278 5.055 1.438
H 2.374 2.742 2.564
H 3.049 2.217 4.874
H 1.400 1.313 6.481
H -0.936 0.916 5.752
H -1.604 1.400 3.443
C 1.162 -1.353 2.442
O 1.237 -1.073 1.045
H 1.996 -1.966 2.796
H 0.231 -1.872 2.679
H 1.195 -0.410 2.986